(1)
The following is a quantum chemistry calculation of one molecule with the formula C4H4N2O2 at a distorted geometry, from the OMol25 dataset.

The total energy is -11287.2379 eV. The calculation puts the HOMO-LUMO gap at 9.63 eV. The value obtained for the highest occupied orbital energy is -10.2 eV. The calculation puts the energy above the lowest of the compared OMol25 structures with the same formula, charge and spin at 125.6 kJ/mol.

Structure (ORCA input):
```
! RIJCOSX wB97M-V def2-TZVPD def2/J DEFGRID3
* xyz 0 1
O 2.148 -0.567 -2.005
C 1.981 -0.669 -0.776
C 0.689 -0.156 -0.134
N 0.461 -0.292 1.094
C -0.946 0.124 1.309
C -1.480 0.480 -0.007
O -2.646 0.811 -0.285
N -0.349 0.429 -0.847
H 2.807 -1.072 -0.257
H -1.524 -0.601 1.902
H -0.906 0.987 1.880
H -0.236 0.527 -1.875
*
```

***

(2)
The following is a quantum chemistry calculation of one molecule with the formula C11H10N4O at a distorted geometry, from the OMol25 dataset.

The total energy is -19560.0742 eV. The calculation puts the HOMO-LUMO gap at 7.66 eV. The value obtained for the highest occupied orbital energy is -8.8 eV. The calculation puts the energy above the lowest of the compared OMol25 structures with the same formula, charge and spin at 1662.3 kJ/mol.

Structure (ORCA input):
```
! RIJCOSX wB97M-V def2-TZVPD def2/J DEFGRID3
* xyz 0 1
C 5.124 1.194 -0.050
C 4.232 1.111 -1.444
C 2.704 0.532 -1.301
C 2.050 0.030 0.149
C 0.459 -0.505 0.167
N -0.034 -0.910 -1.115
N -1.287 -1.281 -1.108
C -1.908 -1.206 0.180
C -3.533 -1.623 0.176
C -4.304 -0.031 0.399
C -4.495 0.872 -1.072
O -5.715 0.134 -0.254
N -1.403 -0.841 1.469
N -0.150 -0.470 1.462
C 2.950 0.069 1.540
C 4.492 0.668 1.375
H 6.222 1.638 -0.145
H 4.601 1.461 -2.498
H 2.005 0.451 -2.260
H -3.842 -2.267 1.097
H -3.905 -2.001 -0.862
H -4.022 0.609 1.440
H -3.840 0.108 -1.696
H -4.087 1.838 -0.546
H 2.524 -0.303 2.567
H 5.163 0.722 2.332
*
```

***

(3)
The following is a quantum chemistry calculation of C5H11NO as an isolated structure at a distorted geometry, from the OMol25 dataset.

The total energy is -8898.3118 eV. The calculation puts the HOMO-LUMO gap at 10.97 eV. The value obtained for the highest occupied orbital energy is -10.0 eV. The calculation puts the energy above the lowest of the compared OMol25 structures with the same formula, charge and spin at 326.7 kJ/mol.

Structure (ORCA input):
```
! RIJCOSX wB97M-V def2-TZVPD def2/J DEFGRID3
* xyz 0 1
C 1.670 -0.124 1.269
C 0.763 -0.962 0.366
C -0.047 -0.153 -0.656
C -0.806 -1.049 -1.632
N -1.051 0.689 0.012
C -0.889 1.934 0.355
O -0.123 2.832 0.336
H 2.365 0.483 0.674
H 1.092 0.558 1.905
H 2.265 -0.770 1.926
H 1.373 -1.686 -0.193
H 0.059 -1.550 0.976
H 0.639 0.505 -1.215
H -0.108 -1.686 -2.187
H -1.507 -1.694 -1.084
H -1.380 -0.448 -2.346
H -2.130 0.951 0.599
H -2.185 2.169 0.893
*
```

***

(4)
The following is a quantum chemistry calculation of one molecule with the formula C5H10N2S at a distorted geometry, from the OMol25 dataset.

The total energy is -19156.2467 eV. The calculation puts the HOMO-LUMO gap at 9.19 eV. The value obtained for the highest occupied orbital energy is -8.6 eV. The calculation puts the energy above the lowest of the compared OMol25 structures with the same formula, charge and spin at 642.5 kJ/mol.

Structure (ORCA input):
```
! RIJCOSX wB97M-V def2-TZVPD def2/J DEFGRID3
* xyz 0 1
C 2.243 0.348 -0.694
C 1.357 0.553 0.155
C 0.030 0.068 0.001
C -0.334 -0.527 1.462
N -0.367 -1.088 -0.975
C -1.062 1.371 -0.280
N -2.328 1.429 -0.234
S -3.151 -0.157 -0.236
H 3.424 0.449 -0.102
H 1.977 -0.098 -1.880
H 1.799 0.953 1.215
H -1.340 -0.927 1.413
H 0.538 -1.302 1.331
H -0.286 0.319 2.306
H -0.246 -0.784 -1.949
H 0.207 -1.883 -1.072
H -0.429 2.380 -0.521
H -2.033 -1.102 0.059
*
```

***

(5)
The following is a quantum chemistry calculation of a 6-piece molecular cluster, C41H91N5O6 overall at a distorted geometry, from the OMol25 dataset.

The total energy is -63721.1412 eV. The calculation puts the HOMO-LUMO gap at 8.15 eV. The value obtained for the highest occupied orbital energy is -7.7 eV.

Structure (ORCA input):
```
! RIJCOSX wB97M-V def2-TZVPD def2/J DEFGRID3
* xyz 0 1
C -19.072 2.704 8.505
C -19.040 1.156 8.677
C -20.211 0.600 7.816
C -17.684 0.708 8.170
C -17.458 -0.772 8.414
C -17.535 -1.073 9.935
C -18.753 -0.403 10.635
C -19.963 -1.343 10.753
C -18.293 -0.184 12.121
N -19.100 0.904 10.104
O -20.094 1.664 10.780
H -20.074 3.074 8.729
H -18.423 3.219 9.213
H -18.871 2.972 7.466
H -19.941 0.931 6.804
H -20.233 -0.487 7.768
H -21.180 1.081 7.934
H -17.714 1.004 7.121
H -16.826 1.218 8.611
H -18.189 -1.415 7.912
H -16.565 -1.190 7.943
H -16.616 -0.668 10.365
H -17.573 -2.132 10.184
H -20.334 -1.707 9.788
H -20.885 -0.849 11.075
H -19.802 -2.149 11.468
H -17.492 0.562 12.188
H -17.901 -1.056 12.642
H -19.081 0.323 12.683
H -19.612 1.901 11.580
C -19.041 -0.986 3.890
C -18.718 -2.483 3.794
C -19.909 -3.272 4.334
C -18.582 -2.851 2.291
C -17.318 -2.330 1.642
C -16.096 -2.913 2.358
C -16.099 -2.492 3.857
C -15.122 -3.475 4.534
C -15.684 -1.007 4.004
N -17.430 -2.848 4.411
O -17.529 -2.693 5.817
H -18.174 -0.335 3.788
H -19.831 -0.758 3.173
H -19.400 -0.755 4.898
H -19.970 -3.186 5.418
H -20.834 -2.913 3.880
H -19.865 -4.325 4.050
H -18.367 -3.924 2.202
H -19.528 -2.719 1.766
H -17.243 -2.647 0.599
H -17.225 -1.241 1.642
H -15.195 -2.585 1.831
H -16.046 -3.991 2.182
H -15.160 -3.458 5.625
H -14.131 -3.480 4.078
H -15.402 -4.526 4.390
H -16.235 -0.582 4.838
H -15.985 -0.520 3.076
H -14.606 -0.927 4.126
H -17.199 -3.543 6.128
C -14.649 2.445 10.183
C -13.422 2.527 9.290
C -13.584 1.603 8.112
C -13.207 3.964 8.724
C -12.548 4.968 9.647
C -11.235 4.444 10.124
C -11.366 3.051 10.756
C -9.914 2.616 10.938
C -11.988 3.166 12.168
N -12.115 2.162 9.884
O -12.041 0.839 10.370
H -15.564 2.757 9.685
H -14.780 1.479 10.670
H -14.425 3.173 10.970
H -12.752 1.442 7.425
H -13.763 0.561 8.412
H -14.535 1.775 7.598
H -12.672 3.885 7.778
H -14.191 4.385 8.491
H -12.448 5.885 9.054
H -13.182 5.346 10.455
H -10.779 5.147 10.827
H -10.513 4.451 9.303
H -9.794 1.599 11.337
H -9.402 3.113 11.764
H -9.285 2.616 10.047
H -12.719 3.964 12.300
H -11.193 3.448 12.864
H -12.327 2.187 12.503
H -11.417 0.418 9.770
C -20.958 1.998 -4.481
C -20.875 0.607 -3.832
C -22.236 -0.142 -4.061
C -19.767 -0.219 -4.517
C -18.360 0.172 -4.104
C -18.191 0.200 -2.576
C -19.321 0.962 -1.816
C -19.303 0.449 -0.348
C -18.936 2.451 -1.819
N -20.629 0.666 -2.377
O -21.661 1.378 -1.712
H -21.387 1.919 -5.482
H -21.484 2.731 -3.869
H -19.977 2.439 -4.681
H -22.198 -1.156 -3.668
H -23.035 0.413 -3.572
H -22.376 -0.099 -5.140
H -19.959 -1.289 -4.404
H -19.886 -0.102 -5.599
H -17.640 -0.537 -4.519
H -18.080 1.113 -4.583
H -17.209 0.593 -2.309
H -18.090 -0.814 -2.177
H -18.297 0.510 0.077
H -19.694 -0.565 -0.368
H -19.815 1.183 0.277
H -19.608 3.008 -1.164
H -18.950 2.939 -2.794
H -17.905 2.542 -1.473
H -22.117 0.683 -1.228
C -19.406 2.955 2.926
O -18.198 3.326 3.612
C -16.997 2.780 3.150
C -15.914 2.991 4.213
C -14.535 2.614 3.722
N -16.242 2.140 5.389
H -19.344 3.171 1.856
H -20.149 3.659 3.291
H -19.587 1.907 3.158
H -17.123 1.706 2.953
H -16.674 3.207 2.190
H -16.018 3.986 4.648
H -13.724 3.231 4.116
H -14.406 2.740 2.640
H -14.243 1.579 3.895
H -16.871 1.431 5.032
H -16.761 2.780 5.977
C -13.562 0.180 1.227
O -14.888 0.494 0.802
H -13.318 0.469 2.253
H -13.412 -0.900 1.295
H -12.793 0.567 0.560
H -14.830 1.329 0.330
*
```